C20H28N2O5PdSi | ωB97M-V with the def2-TZVPD basis set

- Electronic energy: -45772.4239 eV
- Net charge: -2
- 2S+1: 1
- Gap between HOMO and LUMO: 6.060 eV
- E_HOMO: -1.6340 eV

Each line ends with the natural charge from an NBO analysis.
Positions of all 57 atoms, in Å:
Pd 2.70 2.35 -1.39  0.2223
C 5.34 1.75 -0.17  -0.6748
C 4.29 1.05 -1.01  0.5030
O 4.23 1.24 -2.28  -0.6986
N 3.94 -0.21 -0.50  -0.6540
C 2.92 -0.93 -1.22  -0.2582
C 2.10 -1.85 -0.35  0.2263
C 1.09 -2.59 -0.95  -0.2523
C 0.27 -3.39 -0.19  -0.1705
C 0.53 -3.45 1.18  -0.2820
C 1.57 -2.70 1.69  0.0239
N 2.35 -1.90 0.95  -0.4789
H 5.52 2.74 -0.58  0.2248
H 6.27 1.17 -0.19  0.1925
H 5.01 1.85 0.86  0.2086
H 3.79 -0.25 0.50  0.3988
H 3.36 -1.51 -2.04  0.1950
H 2.22 -0.22 -1.69  0.2257
H 0.94 -2.48 -2.02  0.2367
H -0.57 -3.91 -0.67  0.2800
H -0.07 -4.06 1.84  0.2078
H 1.79 -2.73 2.75  0.1704
C -6.89 -4.49 1.28  -0.2444
O -6.54 -3.14 1.12  -0.5176
C -5.39 -2.88 0.41  0.3043
C -5.07 -1.51 0.28  -0.4009
C -3.94 -1.18 -0.44  -0.1202
C -3.11 -2.13 -1.06  -0.3558
C -1.99 -1.64 -1.87  0.5760
C -1.43 -0.25 -1.57  -0.7167
O -1.49 -2.28 -2.79  -0.6032
C -3.39 -3.54 -0.88  0.4572
O -2.66 -4.48 -1.28  -0.7302
C -4.60 -3.85 -0.14  -0.4120
H -7.82 -4.50 1.85  0.1712
H -6.12 -5.05 1.82  0.1708
H -7.06 -4.98 0.31  0.1701
H -5.70 -0.76 0.74  0.1992
H -3.69 -0.13 -0.54  0.1978
H -1.31 -0.06 -0.51  0.2250
H -2.08 0.52 -1.97  0.2163
H -0.47 -0.15 -2.07  0.2329
H -4.81 -4.90 -0.03  0.1956
C 0.19 5.46 1.32  -1.1361
Si 1.72 4.63 0.54  1.9110
C 2.66 6.03 -0.32  -1.1427
C 2.81 4.10 1.99  -1.1435
O 1.27 3.44 -0.41  -1.2911
H 0.47 6.29 1.98  0.2015
H -0.38 4.74 1.90  0.2220
H -0.46 5.86 0.54  0.2178
H 2.92 6.84 0.36  0.2008
H 2.06 6.44 -1.14  0.2174
H 3.58 5.63 -0.76  0.2290
H 3.04 4.93 2.66  0.2020
H 3.75 3.69 1.62  0.2256
H 2.31 3.32 2.58  0.2242

=====

C28H62N6O9PS | ωB97M-V with the def2-TZVPD basis set

- Electronic energy: -77518.8489 eV
- Net charge: -1
- 2S+1: 1
- Gap between HOMO and LUMO: 6.524 eV
- E_HOMO: -4.7702 eV

Each line ends with the Mulliken charge.
Positions of all 107 atoms, in Å:
N -1.02 -3.02 -4.06  -0.9119
P 0.02 -2.37 -2.95  0.6204
N 0.73 -3.65 -1.96  0.2968
C -0.10 -4.02 -0.76  -0.0875
C -1.63 -4.54 -1.17  -0.5841
C -2.24 -5.64 -0.07  -0.5061
S -2.68 -4.90 1.59  1.0796
O -1.70 -3.78 2.05  -0.5549
O -4.16 -4.38 1.62  -0.6222
O -2.60 -6.18 2.74  -0.5156
C 2.15 -3.39 -1.53  0.2681
C 2.60 -1.82 -1.41  -0.9264
C 1.75 -0.96 -0.26  0.7636
C 1.65 -1.48 1.29  -0.2138
C 0.82 -0.55 2.35  -0.4649
C 0.15 0.86 1.80  -0.3305
C 0.24 1.41 0.26  -0.1189
C 1.06 0.46 -0.82  -0.4940
C 3.14 -4.31 -2.49  -0.0037
O 4.40 -4.47 -2.04  -0.7147
O 2.70 -4.97 -3.73  -0.7407
H -1.02 -4.06 -3.99  0.2549
H -0.80 -1.54 -2.06  -0.0070
H 0.96 -1.59 -3.74  0.0739
H 0.39 -4.96 -0.20  0.0183
H -0.19 -3.15 0.02  0.1542
H -1.48 -5.17 -2.16  0.2230
H -2.33 -3.60 -1.30  0.2818
H -1.53 -6.58 0.02  0.2581
H -3.25 -6.03 -0.57  0.3776
H -1.71 -6.05 3.19  0.3591
H 2.26 -3.85 -0.44  0.0271
H 2.67 -1.24 -2.44  0.2585
H 3.72 -1.83 -0.99  0.3877
H 2.19 -2.51 1.55  0.2518
H 0.75 -0.93 3.47  0.2727
H -0.45 1.51 2.58  0.2236
H -0.24 2.40 -0.16  0.1384
H 1.18 0.77 -1.97  0.1813
C -5.82 3.06 1.66  -1.0749
C -5.08 1.80 1.22  0.2798
C -3.65 1.68 1.79  -0.8806
O -2.69 2.53 1.16  -0.1081
C -2.69 3.87 1.62  -0.4508
N -5.07 1.75 -0.25  -0.7730
H -5.48 3.96 1.14  -0.0349
H -6.89 2.96 1.46  0.3792
H -5.70 3.22 2.74  0.3354
H -5.65 0.94 1.59  0.4280
H -3.30 0.66 1.62  0.3517
H -3.64 1.83 2.88  0.4460
H -2.92 3.94 2.69  0.3958
H -3.39 4.47 1.04  -0.0467
H -1.69 4.28 1.46  0.1782
H -4.67 0.86 -0.55  0.3011
H -4.39 2.44 -0.58  0.3185
C 3.42 -10.17 -0.49  -1.4371
C 2.15 -9.57 0.10  0.2855
C 1.94 -8.08 -0.27  -0.1707
O 2.76 -7.17 0.46  -0.3942
C 4.09 -7.04 -0.04  -0.8112
N 2.15 -9.76 1.55  -0.7811
H 4.32 -9.86 0.05  0.2778
H 3.38 -11.26 -0.44  0.3603
H 3.54 -9.89 -1.54  0.3537
H 1.30 -10.13 -0.32  0.4136
H 0.91 -7.81 -0.02  -0.1380
H 2.05 -7.91 -1.35  0.4810
H 4.12 -7.12 -1.13  0.3655
H 4.74 -7.78 0.42  0.2915
H 4.46 -6.05 0.25  0.2715
H 1.26 -9.45 1.93  0.2675
H 2.82 -9.10 1.95  0.3517
C 5.62 5.23 0.33  -1.3911
C 4.26 5.91 0.41  0.3775
C 3.33 5.32 1.50  -0.8031
O 2.74 4.07 1.15  -0.1462
C 3.58 2.94 1.35  -0.4067
N 3.62 5.88 -0.91  -0.7373
H 5.57 4.26 -0.17  0.2831
H 6.32 5.85 -0.25  0.3526
H 6.05 5.09 1.32  0.3365
H 4.44 6.96 0.67  0.4094
H 2.50 6.01 1.65  0.2968
H 3.85 5.25 2.47  0.4074
H 4.23 3.06 2.22  0.3268
H 4.17 2.75 0.45  0.1900
H 2.94 2.07 1.51  -0.0425
H 2.76 6.42 -0.88  0.2312
H 3.29 4.92 -1.07  0.3382
C -3.01 8.90 -2.17  -1.4400
C -2.04 8.12 -1.29  0.3396
C -2.53 6.70 -0.95  -0.6199
O -3.54 6.65 0.06  -0.3596
C -4.85 6.91 -0.41  -0.7916
N -1.75 8.90 -0.08  -0.7413
H -3.87 9.28 -1.61  0.2862
H -2.51 9.78 -2.60  0.3587
H -3.38 8.29 -2.99  0.3369
H -1.11 8.01 -1.86  0.4186
H -1.68 6.14 -0.53  0.2361
H -2.85 6.15 -1.84  0.4529
H -5.01 6.53 -1.42  0.3568
H -5.06 7.98 -0.37  0.2553
H -5.56 6.42 0.26  0.2724
H -1.02 8.42 0.45  0.2659
H -2.57 8.84 0.52  0.3449

=====

C2H4ClPS2 | ωB97M-V with the def2-TZVPD basis set

- Electronic energy: -45620.7434 eV
- Net charge: 0
- 2S+1: 1
- Gap between HOMO and LUMO: 8.254 eV
- E_HOMO: -8.5033 eV
- SMILES: ClP1CCSS1

Each line ends with the natural charge from an NBO analysis.
Positions of all 10 atoms, in Å:
Cl -3.13 0.99 1.56  -0.3044
P -1.26 1.82 1.54  0.6063
C -0.33 0.62 -0.03  -0.5625
C 0.53 -0.46 0.62  -0.5685
S 1.57 0.12 2.03  0.1262
S -0.20 0.77 3.02  -0.2246
H 0.21 1.25 -0.68  0.2199
H -1.20 0.25 -0.46  0.2239
H 0.16 -1.42 1.02  0.2447
H 1.32 -0.69 -0.19  0.2390

=====

C40H45As3N11OS2SeTl | ωB97M-V with the def2-TZVPD basis set

- Electronic energy: -334877.8932 eV
- Net charge: -2
- 2S+1: 1
- Gap between HOMO and LUMO: 4.889 eV
- E_HOMO: -1.6928 eV

Each line ends with the Mulliken charge.
Positions of all 104 atoms, in Å:
Tl -0.13 0.75 0.04  0.4297
C -5.60 -1.49 1.50  -1.1911
N -4.66 -2.44 0.97  0.9340
C -3.34 -2.32 0.74  -0.1149
N -2.90 -3.42 0.15  -0.5610
C -4.01 -4.19 0.06  -0.3550
N -5.10 -3.64 0.54  -0.9784
C -6.11 -0.52 0.46  1.1971
C -7.00 0.49 0.82  -0.7972
C -7.54 1.33 -0.14  -0.5501
C -7.19 1.20 -1.47  -0.9528
C -6.28 0.22 -1.84  -0.1760
C -5.74 -0.63 -0.87  0.0386
C -5.86 0.06 -3.22  0.5467
N -6.31 0.62 -4.29  -0.5417
N -5.58 0.12 -5.35  -0.5590
C -4.71 -0.69 -4.84  0.5893
O -4.85 -0.79 -3.50  -0.2009
C -3.66 -1.47 -5.48  -0.1054
C -3.42 -1.41 -6.85  -0.8918
C -2.39 -2.16 -7.39  -0.5916
C -1.58 -2.95 -6.57  -0.7017
C -1.81 -2.99 -5.21  0.8402
C -0.92 -3.74 -4.23  -1.2492
N -0.27 -2.77 -3.37  0.9763
C -0.61 -2.31 -2.15  -0.5723
N 0.19 -1.33 -1.82  0.0257
C 1.04 -1.22 -2.88  -0.4960
N 0.78 -2.07 -3.85  -1.0442
C -2.86 -2.26 -4.67  -0.0435
H -5.16 -0.96 2.35  0.2340
H -6.44 -2.08 1.88  0.2585
H -2.76 -1.45 1.00  0.7098
H -4.01 -5.18 -0.36  0.4502
H -7.29 0.60 1.86  0.4531
H -8.23 2.11 0.16  0.3743
H -7.60 1.85 -2.24  0.5060
H -5.04 -1.39 -1.18  0.5482
H -4.04 -0.77 -7.47  0.5125
H -2.19 -2.11 -8.45  0.3743
H -0.76 -3.51 -7.00  0.3913
H -0.15 -4.31 -4.74  0.4368
H -1.52 -4.41 -3.62  0.3038
H -1.42 -2.70 -1.55  0.7157
H 1.83 -0.48 -2.91  0.4808
H -3.04 -2.28 -3.61  0.6565
C -0.47 -2.31 3.19  -1.3301
As 0.99 -1.29 2.35  1.0233
C 1.95 -2.90 1.70  -1.4014
C 1.97 -1.03 4.05  -2.1919
C 3.16 -0.05 4.08  2.7312
C 3.96 -0.34 5.36  -2.2912
C 2.67 1.42 4.16  -2.1096
As 1.85 2.25 2.54  0.9183
C 3.39 3.39 2.07  -1.0727
C 0.89 3.65 3.53  -1.4024
C 4.05 -0.29 2.85  -0.6980
As 5.79 0.64 2.83  0.2753
C 6.92 -0.85 3.47  -1.2791
C 6.13 0.30 0.92  -0.9062
H -1.07 -2.79 2.42  0.2833
H -1.11 -1.62 3.73  0.3308
H -0.08 -3.07 3.87  0.4176
H 2.26 -3.57 2.51  0.4082
H 2.83 -2.61 1.13  0.2825
H 1.27 -3.44 1.03  0.4133
H 2.33 -2.02 4.36  0.6110
H 1.22 -0.71 4.78  0.4143
H 3.33 -0.23 6.24  0.4175
H 4.80 0.36 5.45  0.4823
H 4.37 -1.35 5.34  0.4144
H 3.52 2.05 4.43  0.6395
H 1.93 1.49 4.96  0.5039
H 3.78 3.94 2.93  0.4463
H 3.07 4.11 1.31  0.4145
H 4.18 2.78 1.64  -0.0300
H 1.52 4.12 4.29  0.3763
H 0.01 3.21 4.00  0.3141
H 0.56 4.41 2.82  0.3991
H 3.51 0.04 1.95  -0.5547
H 4.24 -1.36 2.75  0.8840
H 6.97 -0.88 4.56  0.3464
H 7.93 -0.72 3.08  0.4226
H 6.53 -1.81 3.11  0.3595
H 5.35 0.78 0.32  -0.0391
H 6.10 -0.77 0.72  0.3405
H 7.10 0.70 0.63  0.4002
S 0.04 2.71 -2.27  -0.4241
C 1.59 3.44 -2.00  -0.0564
C 1.77 4.77 -2.40  -0.9519
C 2.98 5.45 -2.30  0.6344
C 3.07 6.82 -2.68  -0.0523
N 3.15 7.93 -2.97  -0.6358
C 4.10 4.75 -1.82  0.4070
C 3.95 3.43 -1.41  -0.8206
C 2.72 2.75 -1.45  0.5005
S 2.70 1.13 -0.83  -0.2669
C 5.38 5.38 -1.75  -0.0912
N 6.43 5.86 -1.70  -0.6410
H 0.91 5.30 -2.79  0.4545
H 4.81 2.90 -1.03  0.4616
Se -3.85 1.00 4.01  -0.3743
C -2.15 0.95 3.44  -0.2645
N -1.05 0.92 3.07  -0.1526

=====

Question: Which value of net charge does entry 3 give?
Answer: 0

=====

Question: Which of these has the highest E_HOMO?
Answer: C20H28N2O5PdSi

=====

Question: What is the electronic energy in the third record?
Answer: -45620.7434 eV